No. 1
Density functional theory data (ωB97M-V/def2-TZVPD) for an isolated molecule of C32H30N4O6.

Last column: Mulliken charge in e.
Element x y z (Å)
1 O -0.46430 0.72419 2.22808  -0.57
2 O -2.65725 1.20119 2.11855  -0.37
3 O -2.89785 4.29030 0.83584  -0.72
4 O -1.68310 0.68339 -0.48725  -0.34
5 O -2.89643 -0.72360 -1.75458  -0.48
6 O -1.29478 0.53040 -4.70488  -0.69
7 N -0.92518 3.19093 0.67113  0.59
8 N 0.99393 -0.72140 0.17990  1.63
9 N -1.07153 -1.40652 -3.55215  -0.05
10 N 3.47646 1.72043 -0.35511  0.21
11 C 0.15541 -1.85053 -4.17442  -1.01
12 C -2.71334 -2.71037 0.16342  -0.94
13 C 0.97396 4.43381 -0.26379  -1.17
14 C -1.62269 -0.20742 -3.80392  0.63
15 C -2.79034 0.15213 -2.86923  -0.20
16 C 1.15416 -2.53380 -1.14182  0.86
17 C 1.05376 -4.77725 -0.33931  -0.84
18 C 3.15677 1.66005 0.96951  -1.28
19 C 0.99946 -2.08208 0.19462  0.05
20 C 3.60228 0.80271 1.96787  -0.78
21 C -2.42544 2.57036 2.45369  -0.52
22 C 0.88601 -2.96885 1.25781  -0.79
23 C -2.02862 -1.95411 2.74843  -0.39
24 C -2.37666 -3.26615 2.47235  -0.61
25 C 1.38812 -1.28874 -3.44321  -1.14
26 C 3.10377 0.99080 3.23837  -0.71
27 C -2.02212 -1.01275 1.73119  0.97
28 C -2.11876 3.44209 1.21632  0.80
29 C 2.20978 2.68065 1.22958  1.30
30 C -2.71704 -3.64312 1.18333  -0.83
31 C 1.23648 -1.36293 -1.95723  0.65
32 C -2.36501 -1.39069 0.43101  0.40
33 C 1.74070 2.85988 2.53214  0.09
34 C 2.19306 2.01380 3.51775  -0.77
35 C -1.61233 0.39846 2.02071  -0.32
36 C 0.90639 -4.31593 0.97244  -0.62
37 C 2.75110 2.72318 -0.94160  -1.06
38 C -2.27352 -0.36112 -0.62850  0.83
39 C 1.96167 3.34103 -0.01531  1.02
40 C 1.11257 -0.29744 -1.11028  -1.76
41 C -0.43417 3.86725 -0.50486  -0.66
42 C 1.18544 -3.90572 -1.39631  -0.51
43 H -2.65454 1.18443 -2.53086  0.15
44 H -0.41011 3.16409 -1.34490  0.12
45 H 1.07135 -5.84240 -0.51946  0.41
46 H -3.35284 2.92242 2.90748  0.33
47 H 4.11014 1.10310 -0.83241  0.22
48 H 3.42609 0.34050 4.03822  0.41
49 H -1.34262 -1.89185 -2.71035  0.16
50 H 0.78538 -2.60366 2.26860  0.56
51 H 0.84147 -0.12775 0.98287  -0.73
52 H 0.94237 5.10987 0.59248  0.32
53 H -2.98010 -4.66809 0.97234  0.45
54 H 0.15880 -2.94157 -4.15623  0.42
55 H 4.31191 0.01761 1.75123  0.46
56 H -1.75962 -1.65844 3.75130  0.54
57 H -3.72741 0.07287 -3.42484  0.42
58 H 2.26983 -1.84542 -3.76913  0.45
59 H -1.59314 2.63479 3.16347  0.27
60 H 1.31619 -4.27691 -2.40255  0.46
61 H 1.83978 2.13491 4.53132  0.43
62 H 0.81415 -5.03362 1.77433  0.45
63 H 0.14864 -1.50355 -5.20949  0.46
64 H 1.51397 -0.24228 -3.72554  0.40
65 H -1.13840 4.67045 -0.73225  0.57
66 H -2.97497 -2.99708 -0.84312  0.52
67 H 2.85581 2.93401 -1.98928  0.43
68 H 1.04122 3.65123 2.75968  0.35
69 H 1.26987 5.00431 -1.14543  0.47
70 H 1.09625 0.74869 -1.34660  0.55
71 H -0.35279 2.43995 1.03237  -0.39
72 H -2.37756 -3.99706 3.26645  0.45

For the LUMO energy, the calculation gives -0.01 eV. As for the charge: 0. As for the max |F|: 0.8 eV/Å. As for the SMILES: O=C(COC(=O)c1ccccc1C(=O)OCC(=O)NCCc1c[nH]c2ccccc12)NCCc1c[nH]c2ccccc12. As for the electronic energy: -1908.00785 Ha.

No. 2
Density functional theory data (ωB97M-V/def2-TZVPD) for the ion C4H6N3S with charge +1.

Last column: Mulliken charge in e.
Element x y z (Å)
1 S -1.59425 1.29755 -1.85468  -0.08
2 N -0.45506 1.01305 1.49318  0.06
3 N 0.85383 -2.13691 0.59229  -0.72
4 N 0.42620 -0.84457 0.24724  0.39
5 C 0.25768 0.12589 1.16742  0.23
6 C -0.31255 0.20750 -1.96699  -0.51
7 C 0.44333 -0.63603 -1.08445  0.06
8 C -0.76664 2.21031 1.75275  -0.31
9 H -0.25599 -0.17352 -2.96821  0.31
10 H 1.74560 -2.13936 1.07262  0.29
11 H -1.68425 2.25832 2.37303  0.31
12 H 1.05699 -1.37213 -1.57474  0.39
13 H -0.67125 2.91637 0.92002  0.30
14 H 0.95638 -2.72647 -0.16949  0.29

For the LUMO energy (alpha / beta), the calculation gives -6.66 / -6.35 eV. As for the charge: +1. As for the max |F|: 3.5 eV/Å. As for the SMILES: C=[N+]=C=[N+](N)/C=C\[S-]. As for the electronic energy: -717.99224 Ha.

No. 3
Density functional theory data (ωB97M-V/def2-TZVPD) for an isolated molecule of C6H11N.

Last column: Mulliken charge in e.
Element x y z (Å)
1 N -0.98481 -1.42410 -0.32262  -0.24
2 C -1.06993 -1.65943 -1.74103  -0.80
3 C 1.40819 1.05308 1.07712  -0.03
4 C 0.80054 0.17941 0.22202  -0.32
5 C 2.78451 1.06789 1.17143  -0.74
6 C -0.54931 -0.12504 0.12758  0.26
7 C -1.67806 0.86247 0.59184  -1.03
8 H -1.51513 -0.80975 -2.25623  0.30
9 H -1.90164 0.65002 1.63456  0.27
10 H 3.30941 0.35501 0.47021  0.21
11 H -0.09293 -1.91980 -2.24949  0.24
12 H -1.36350 2.01700 0.49004  0.27
13 H -2.55659 0.85234 -0.03834  0.35
14 H -0.52219 -2.20484 0.07373  0.27
15 H 1.52875 -0.26929 -0.49726  0.19
16 H -1.89327 -2.44456 -1.76357  0.30
17 H 3.44377 1.89695 1.61175  0.26
18 H 0.85220 1.92264 1.39827  0.22

For the LUMO energy, the calculation gives 0.64 eV. As for the charge: 0. As for the max |F|: 5.4 eV/Å. As for the SMILES: C=C/C=C(\C)NC. As for the electronic energy: -289.85911 Ha.

No. 4
Density functional theory data (ωB97M-V/def2-TZVPD) for a structure of composition C23H18BrCl2CsIN5S.

Last column: Mulliken charge in e.
Element x y z (Å)
1 Cs -0.23064 0.33542 0.18270  1.05
2 I 2.26672 2.91420 -0.93725  0.27
3 Br 3.61178 5.41049 -2.97698  -0.20
4 Cl 1.71380 -2.76384 5.44274  -0.22
5 Cl -1.62472 -2.35182 1.14918  -0.37
6 S 0.85370 -1.15503 2.81113  -0.68
7 N -1.77724 0.98770 -2.62787  -0.23
8 N -1.01158 3.34545 -6.56279  -0.44
9 N -2.46530 1.18360 -4.70877  0.30
10 N -2.26548 2.82831 -6.45401  0.68
11 N -1.07738 4.61126 -6.63089  -0.61
12 C -2.98794 6.25924 -6.58861  -0.65
13 C -5.13479 5.14954 -6.35196  -0.60
14 C -1.05802 -3.13909 2.61885  0.91
15 C 0.38614 -3.30670 4.46420  0.65
16 C -1.34158 -4.94353 4.14324  -0.25
17 C -0.27600 -4.45303 4.87395  -0.77
18 C -2.39972 4.99372 -6.54834  0.21
19 C -3.18062 3.83941 -6.40945  1.26
20 C 6.05347 4.11385 0.77898  -0.62
21 C -4.57098 3.89422 -6.31511  -0.66
22 C -3.14443 1.13993 -2.63539  -0.64
23 C -1.39106 1.02496 -3.88075  0.59
24 C -4.35796 6.31568 -6.48478  -0.49
25 C 0.01463 0.89717 -4.35347  -1.18
26 C -2.42419 1.43416 -6.12963  -1.32
27 C 4.09124 3.87266 -0.59556  -0.08
28 C 6.53371 5.09940 -0.07407  -0.44
29 C 4.57842 4.86129 -1.44572  0.32
30 C 0.03449 -2.57261 3.30735  -0.55
31 C 4.84152 3.50595 0.51904  -0.44
32 C -1.74125 -4.27579 2.99395  -0.81
33 C -3.58954 1.26517 -3.91141  -0.20
34 C 5.79793 5.47175 -1.18245  -0.38
35 H 0.67186 0.87961 -3.48754  0.25
36 H -4.86580 7.27041 -6.50710  0.37
37 H -3.33947 1.05958 -6.58423  0.44
38 H -1.85851 -5.83818 4.46330  0.34
39 H 4.46352 2.73795 1.18067  0.40
40 H -6.20968 5.25120 -6.28053  0.37
41 H -3.73429 1.14578 -1.73412  0.41
42 H 0.06635 -4.94402 5.77444  0.38
43 H 0.15691 -0.03049 -4.91188  0.32
44 H 0.30367 1.73534 -4.98799  0.30
45 H -4.57460 1.38323 -4.32740  0.34
46 H 7.48281 5.57922 0.12278  0.36
47 H 6.15809 6.23742 -1.85513  0.39
48 H 6.62303 3.81669 1.64887  0.37
49 H -1.57386 0.91361 -6.56436  0.38
50 H -5.18213 3.00615 -6.22399  0.37
51 H -2.56879 -4.62646 2.39413  0.35
52 H -2.37611 7.14384 -6.69883  0.43

For the LUMO energy, the calculation gives -0.11 eV. As for the charge: 0. As for the max |F|: 0.5 eV/Å. As for the electronic energy: -5371.46291 Ha.

No. 5
Density functional theory data (ωB97M-V/def2-TZVPD) for an isolated molecule of C5H11NO2.

Last column: Mulliken charge in e.
Element x y z (Å)
1 O -2.19621 1.52775 0.58578  -0.48
2 O 2.67057 -1.79515 -0.21014  -0.55
3 N 0.66699 -0.84599 -0.03301  0.07
4 C 0.10633 -2.05897 0.52607  -0.97
5 C 2.03564 -0.82141 -0.40080  -0.03
6 C -1.02515 0.79786 0.84658  -0.90
7 C 0.42221 1.59565 -0.84472  -1.89
8 C -0.28399 0.28637 -0.42350  0.86
9 H -0.97427 -0.02904 -1.26907  0.24
10 H 0.50223 1.58889 -1.93557  0.44
11 H 1.34705 1.94924 -0.45408  0.46
12 H -0.50751 1.71639 1.34318  0.28
13 H 2.17498 0.13741 -0.86376  0.38
14 H 0.04874 -2.84949 -0.26397  0.33
15 H -0.98103 -2.01471 0.72928  0.34
16 H -1.30824 0.03834 1.54946  0.45
17 H -2.94114 1.09500 0.37252  0.27
18 H -0.40483 2.38188 -0.52789  0.39
19 H 0.64763 -2.70002 1.27364  0.31

For the LUMO energy, the calculation gives 0.71 eV. As for the charge: 0. As for the max |F|: 5.2 eV/Å. As for the SMILES: C[C@H](CO)N(C)C=O. As for the electronic energy: -402.26935 Ha.

No. 6
Density functional theory data (ωB97M-V/def2-TZVPD) for a structure of composition C20H53BBeBrCl2KLiNNbO11P2S.

Last column: Mulliken charge in e.
Element x y z (Å)
1 Nb -0.16883 0.66720 -1.65328  -1.07
2 Br 7.96512 5.61789 -1.48256  0.18
3 K -2.52415 -4.36398 -6.80322  0.56
4 Cl 5.94408 4.29417 0.30757  1.77
5 Cl 2.30263 -2.95987 -6.05701  -0.52
6 S -3.67451 1.67793 -2.91266  -0.48
7 P -0.53330 -0.70891 -3.77522  0.34
8 P -1.77035 2.37613 -2.85375  0.20
9 O 3.25425 -5.42799 -8.54261  -0.53
10 O 1.67685 0.40509 3.86271  -0.23
11 O 5.10693 3.29165 -0.20422  -0.47
12 O 5.41637 5.59722 0.18814  -0.58
13 O -0.87821 -3.44401 -7.88293  -0.47
14 O 0.26248 1.85309 1.36631  0.04
15 O 6.42113 4.01706 1.60020  -0.55
16 O 0.04109 3.63146 -0.11786  -0.96
17 O 7.22462 4.22242 -0.63589  -0.35
18 O -3.00930 -0.59827 6.28589  -0.40
19 O 3.43231 1.32014 2.84423  -0.58
20 N -4.15491 1.10172 7.27109  -0.15
21 C 2.02681 -2.35938 0.98838  -1.63
22 C -5.28414 2.04526 6.97593  -0.85
23 C -1.80546 -2.95720 -4.69721  -0.86
24 C 1.28426 -1.05523 0.64753  1.34
25 C 2.42319 3.90361 -0.65807  -1.00
26 C 3.00139 0.65400 3.73458  0.60
27 C 1.41872 -0.32560 5.06832  -0.45
28 C 2.15628 -0.36072 -4.75999  -1.18
29 C 1.40893 -0.69706 -0.83061  -1.16
30 C -5.36298 -1.00187 6.24659  -1.16
31 C 2.74362 -1.00151 5.41510  -0.51
32 C -4.11336 -0.25041 6.52090  0.55
33 C -1.01236 -2.47147 -3.41442  -1.16
34 C -1.95583 -0.35815 -0.73131  0.20
35 C 0.98218 4.18804 -1.03050  -0.43
36 C -3.45494 -0.76277 2.29092  -1.35
37 C -2.82298 0.51228 0.20682  -0.99
38 C 3.76262 0.00736 4.87757  -0.55
39 C 0.69592 -0.66068 -5.09237  0.05
40 C -2.53141 0.27831 1.68529  0.12
41 B 0.09310 2.26286 0.06424  1.27
42 Be 0.96459 -4.60417 -6.90415  -0.07
43 Li -2.95600 -1.37151 -3.37139  0.86
44 H -6.21104 1.60518 7.32704  0.37
45 H -3.23024 1.50154 7.08544  0.41
46 H -1.72557 -2.47490 -2.56446  0.36
47 H 0.84119 5.26284 -0.98659  0.42
48 H -0.20610 -3.17900 -3.26806  0.58
49 H 1.44901 -1.59989 -1.43373  0.55
50 H -4.14266 0.86724 8.26944  0.39
51 H -2.59001 -0.61773 -1.57215  -0.73
52 H 2.37067 -0.20911 -0.97184  0.57
53 H 2.49920 -0.73219 -3.80415  0.19
54 H -3.36623 -0.78766 3.37508  0.14
55 H -5.12218 -1.81060 5.56491  0.33
56 H -3.85489 0.20337 0.06223  0.55
57 H 2.73670 2.95294 -1.06701  0.22
58 H -2.75357 -2.34802 -4.76164  0.43
59 H 0.68285 -1.59765 -5.62558  -0.19
60 H 2.53251 3.96459 0.41618  0.26
61 H 4.19422 -5.23819 -8.61457  0.29
62 H -5.09361 2.97570 7.50188  0.35
63 H 2.84982 -1.22188 6.47505  0.35
64 H -0.56059 -3.18468 -8.76779  0.26
65 H 2.61047 -0.94716 -5.52538  0.57
66 H 3.02565 4.67575 -1.11707  0.46
67 H -2.69840 1.20619 2.22460  0.40
68 H -1.23827 -2.68659 -5.60178  0.28
69 H -5.31428 2.22545 5.90575  0.36
70 H -1.50915 -0.03784 1.85090  -0.24
71 H 0.34969 0.08732 -5.79889  0.39
72 H 4.66940 -0.46615 4.51576  0.32
73 H -1.72559 -1.29250 -0.21807  0.38
74 H 1.93846 -3.09671 0.20333  0.43
75 H 1.19127 1.94166 1.61132  0.06
76 H -4.48920 -0.57734 2.01963  0.47
77 H 2.83324 -1.93935 4.86683  0.26
78 H 0.26313 -1.17925 0.99441  -0.33
79 H 4.00922 0.77587 5.61080  0.28
80 H -3.23883 -1.76399 1.93174  0.32
81 H 0.78652 3.91895 -2.06456  0.08
82 H -1.71318 3.70706 -2.41032  0.07
83 H -6.11997 -0.36695 5.78520  0.40
84 H 1.73020 -0.29317 1.26906  -0.43
85 H 2.39594 0.68502 -4.87908  0.23
86 H 1.09766 0.38021 5.83945  0.26
87 H -2.81714 1.56375 -0.04291  0.29
88 H 2.96796 -5.60553 -9.44434  0.29
89 H -2.06145 -4.02675 -4.64483  0.17
90 H 1.60765 -2.75653 1.90919  0.39
91 H -1.57394 -4.09057 -8.03666  0.19
92 H -1.36641 2.47186 -4.19638  0.02
93 H 3.06258 -2.14511 1.21905  0.35
94 H -5.75679 -1.41324 7.17925  0.41
95 H 0.61793 -1.03928 4.88772  0.30
96 H 1.16971 1.56892 -2.52052  0.09

For the LUMO energy, the calculation gives -3.75 eV. As for the charge: +1. As for the max |F|: 6.3 eV/Å. As for the electronic energy: -6954.63500 Ha.